Entry 1:
The following is a DFT calculation (wB97M-V/def2-TZVPD) of a cluster of 7 separate species, C19H37Cl4N3O9 in total in a non-equilibrium geometry.

Frontier orbital gap ... 9.2 eV
Energy above the lowest of the compared OMol25 structures with the same formula, charge and spin ... 0.150 eV
DFT total energy ... -93291.9613 eV
HOMO level ... -9.050 eV
Molecular weight ... 593.33 g/mol
SMILES ... O=C1OCCO1.O=C1OCCO1.CNC(C)=O.CNC(C)=O.CNC(C)=O.ClCCCl.ClCCCl

The geometry in XYZ format:
```
72
Properties=species:S:1:pos:R:3:forces:R:3:mulliken_charge:R:1
O 0.2519 3.9327 -3.5811 0.0 -0.9 -0.9 -0.500
C 0.2277 4.3032 -2.4689 0.1 1.3 0.7 0.564
O 1.1119 3.9639 -1.4910 -0.4 0.6 -0.2 -0.130
C 0.6673 4.6008 -0.2862 -0.4 -0.3 0.6 -0.410
C -0.1212 5.7991 -0.7804 0.5 -1.2 -0.5 -0.382
O -0.6270 5.2663 -2.0190 -0.1 0.2 0.2 -0.379
H 0.0531 3.8443 0.2034 0.0 0.3 0.4 0.216
H 1.4938 4.9205 0.3428 0.2 -0.4 -0.1 0.344
H 0.5931 6.6003 -0.9812 -0.4 0.3 -0.1 0.283
H -0.9411 6.0782 -0.1325 -0.1 0.2 0.0 0.334
O -4.1439 1.0589 1.3188 1.4 -0.3 1.8 -0.445
C -4.7156 1.2278 0.3172 -1.4 0.4 -1.4 0.635
O -4.2420 0.9574 -0.9112 0.6 0.0 -0.3 -0.192
C -5.2731 1.0608 -1.8696 -1.4 -0.4 -0.3 -0.262
C -6.4406 1.6949 -1.0980 -0.2 0.7 -0.1 -0.361
O -5.9676 1.7202 0.2483 -0.4 -0.3 0.0 -0.406
H -5.0116 1.5988 -2.7750 0.5 0.2 0.2 0.300
H -5.5921 0.0594 -2.1670 0.3 -0.1 0.0 0.251
H -7.3683 1.1310 -1.1957 0.2 -0.3 0.3 0.241
H -6.7072 2.7209 -1.3604 0.4 0.0 -0.2 0.275
C -3.7964 -2.1186 1.2524 -1.1 0.4 0.6 -1.029
N -3.3648 -3.4825 1.2687 0.5 -0.4 0.0 -0.117
C -2.0483 -3.7749 1.2907 0.1 0.4 -0.9 0.694
C -1.6859 -5.2315 1.2276 -0.5 -0.3 0.5 -1.106
O -1.1952 -2.8852 1.2909 -0.1 -0.5 0.3 -0.683
H -3.1271 -1.5263 1.8661 0.2 0.2 -0.3 0.323
H -4.7747 -2.0429 1.7327 0.0 -0.1 0.0 0.363
H -3.9202 -1.6987 0.2544 0.4 0.0 -0.1 0.319
H -4.0112 -4.2470 1.3036 -0.2 0.1 -0.1 0.241
H -2.5512 -5.8609 1.4523 0.1 0.0 0.2 0.364
H -0.9115 -5.3875 1.9740 0.1 -0.4 -0.2 0.360
H -1.3594 -5.5565 0.2432 0.3 0.4 -0.1 0.289
C 4.4124 5.2108 -3.6496 1.3 1.1 -0.6 -1.080
N 3.7417 4.2081 -2.8914 0.3 0.3 0.5 0.027
C 4.1300 2.9008 -2.9543 -1.5 -0.5 -0.3 0.282
C 3.2698 1.9678 -2.1306 0.2 0.9 2.0 -0.056
O 4.9670 2.4836 -3.7156 1.1 0.0 -0.2 -0.641
H 3.9883 5.3870 -4.6401 -0.1 -0.1 0.0 0.313
H 5.4741 4.9830 -3.7781 -0.3 -0.7 -0.2 0.348
H 4.5533 6.1896 -3.1712 -0.9 -0.2 0.4 0.370
H 2.8760 4.4426 -2.4315 0.2 -0.3 0.1 0.213
H 2.8266 2.5311 -1.3070 -0.5 0.2 -0.5 -0.050
H 3.8509 1.3140 -1.4751 0.3 -0.7 -1.0 0.149
H 2.4676 1.5090 -2.6964 0.2 -0.3 -0.1 0.188
C -0.4716 -4.6995 4.7106 0.6 0.8 0.4 -1.048
N 0.3281 -4.0411 3.7057 0.3 -0.1 -0.4 0.038
C 1.6648 -3.8752 3.8326 0.0 -0.1 0.0 0.424
C 2.3518 -3.1572 2.6839 0.1 -0.8 0.2 -0.644
O 2.3036 -4.3023 4.7839 -0.3 0.2 -0.1 -0.679
H -0.0028 -5.6216 5.0460 -0.2 -0.3 -0.2 0.330
H -1.4731 -4.8157 4.3149 -0.2 -0.3 0.1 0.328
H -0.4837 -4.0479 5.5880 -0.4 -0.1 0.1 0.348
H -0.0893 -3.7635 2.8339 -0.1 0.4 0.0 0.100
H 2.5165 -2.1106 2.9247 0.1 0.0 0.0 0.234
H 1.8343 -3.2545 1.7294 -0.2 0.1 0.1 0.173
H 3.2876 -3.7122 2.6170 0.3 0.5 -0.2 0.352
Cl 1.2522 1.3527 0.9610 0.0 0.2 0.3 -0.215
C 0.1936 -0.0669 1.0220 -0.6 -0.7 -0.8 0.168
C -0.9584 -0.0072 0.0343 0.2 0.7 -0.2 -0.340
Cl -0.3293 0.3506 -1.6089 -0.6 0.3 0.0 -0.204
H -0.2451 -0.2010 2.0059 0.4 0.0 0.2 0.403
H 0.8072 -0.9093 0.7188 0.1 -0.1 0.4 -0.151
H -1.6855 0.7537 0.3076 0.1 0.1 -0.1 0.240
H -1.4723 -0.9563 -0.0241 0.2 -0.2 0.2 0.042
Cl 5.5715 -1.9975 -0.0038 0.2 0.2 0.3 -0.212
C 3.8247 -1.7833 -0.2219 -0.5 -1.3 -0.1 0.009
C 3.5534 -1.8252 -1.7053 0.9 0.8 -0.5 -0.583
Cl 1.8154 -1.9503 -2.0104 0.2 -0.1 -0.1 -0.136
H 3.4546 -0.9395 0.3522 0.2 0.4 -0.4 0.127
H 3.3072 -2.6653 0.1582 0.4 0.0 0.4 0.139
H 4.0835 -2.6463 -2.1823 -0.3 -0.4 0.3 0.402
H 4.0015 -0.9616 -2.2024 -0.6 0.3 0.0 0.301
```
Forces are in eV/Å.

=====

Entry 2:
The following is a DFT calculation (wB97M-V/def2-TZVPD) of a structure of composition C19H38AlClN2O10 in a non-equilibrium geometry.

Frontier orbital gap ... 3.5 eV
DFT total energy ... -62879.3008 eV
HOMO level ... -8.932 eV
Molecular weight ... 516.95 g/mol
Charge ... +1
Multiplicity ... 2

The geometry in XYZ format:
```
71
Properties=species:S:1:pos:R:3:forces:R:3:lowdin_spin:R:1
C -5.8772 2.7628 4.9685 -0.5 -0.4 -0.6 0.000
C -7.2415 2.8321 4.2028 0.7 -0.2 0.4 0.000
C -7.0112 2.6905 2.6766 -1.4 -0.9 1.8 0.000
O -6.6615 1.3392 2.4495 0.3 1.7 -0.9 0.000
C -5.9083 1.1841 1.3195 -0.2 0.0 -0.7 0.000
O -5.1474 0.2971 1.2912 1.4 -1.9 0.3 0.000
N -6.0815 2.0522 0.1850 -0.2 0.2 0.2 0.000
C -4.7760 2.6078 -0.2929 0.5 1.7 0.2 0.000
C -4.8461 4.1700 -0.2841 -0.4 -0.7 0.4 0.000
H -5.9594 3.1596 5.9899 0.1 0.1 -0.5 0.000
H -5.0929 3.2535 4.3696 -0.1 0.1 0.6 0.000
H -5.6025 1.6987 5.0569 0.0 0.4 -0.1 0.000
H -7.8342 1.9836 4.5879 -0.1 0.4 -0.6 0.000
H -7.8150 3.7521 4.4378 0.3 -0.2 -0.1 0.000
H -6.2557 3.4288 2.3237 -0.3 -0.4 -0.1 0.000
H -8.0293 2.8366 2.1696 0.8 -0.4 0.1 0.000
H -6.3719 1.4238 -0.5649 -0.4 0.1 0.3 0.000
H -4.5247 2.2884 -1.3143 -0.4 -0.2 0.4 0.000
H -3.9292 2.3281 0.3533 -0.4 -0.3 -0.2 0.000
H -5.8703 4.4675 -0.5768 0.6 0.0 -0.3 0.000
H -4.0833 4.5871 -0.9550 -0.4 0.1 0.3 0.000
H -4.6950 4.5564 0.7431 0.1 -0.1 -0.4 0.000
Al -8.2139 4.7541 1.8573 -0.1 0.8 -0.3 0.000
C -2.9587 -1.1221 -0.6225 -0.2 -0.2 0.3 0.000
C -2.9114 -1.9212 -1.8990 -0.1 -0.4 0.0 0.000
O -2.3693 -0.9847 -2.8318 0.1 0.2 0.3 0.000
C -1.6690 -0.0592 -2.1274 0.1 0.1 -0.2 0.000
O -0.9603 0.7610 -2.6117 0.0 0.0 0.1 0.000
O -1.8844 -0.1925 -0.7891 -0.1 0.0 -0.3 0.000
H -2.8058 -1.7375 0.2623 0.1 0.2 0.0 0.000
H -3.8883 -0.5654 -0.5092 0.0 0.0 0.0 0.000
H -2.2429 -2.7821 -1.8312 0.0 0.0 0.0 0.000
H -3.8939 -2.2630 -2.2179 0.1 0.1 -0.2 0.000
C 1.7610 -0.3733 -0.4716 0.3 0.2 -0.2 0.000
C 1.8807 -1.7484 0.2393 -2.2 2.8 -0.9 0.000
C 2.3697 -1.5536 1.6806 1.0 -0.6 0.5 0.000
C 3.8503 -1.2013 1.7889 0.1 0.3 -0.5 0.000
C 4.7049 -2.2091 1.0183 -1.2 0.3 1.3 0.000
C 4.2695 -2.3875 -0.4367 3.0 1.7 -2.6 0.000
N 2.7955 -2.6445 -0.5334 0.8 -2.4 5.3 0.000
O 2.5934 -3.8088 -0.1993 -0.4 -0.3 -1.8 0.000
C 4.6641 -1.1404 -1.2554 -0.6 0.4 0.0 0.000
C 5.0904 -3.5151 -1.0828 -0.6 -0.8 0.0 0.000
C 0.4430 -2.2820 0.2807 0.1 -1.0 0.0 0.000
H 0.7452 0.0153 -0.4193 0.0 -0.2 0.1 0.000
H 2.4020 0.3879 -0.0284 0.1 -0.1 -0.1 0.000
H 1.9941 -0.4458 -1.5348 0.0 0.0 0.0 0.000
H 2.1964 -2.4744 2.2485 0.0 -0.1 -0.2 0.000
H 1.7715 -0.7788 2.1658 -0.2 0.0 -0.4 0.000
H 4.0359 -0.1821 1.4298 -0.1 0.0 0.0 0.000
H 4.1410 -1.2055 2.8416 0.0 -0.1 0.0 0.000
H 5.7496 -1.9002 1.0469 0.1 -0.1 -0.4 0.000
H 4.6435 -3.1860 1.5460 0.1 0.9 -0.5 0.000
H 4.2749 -1.2034 -2.2778 0.0 0.0 0.0 0.000
H 5.7463 -1.0589 -1.3241 -0.1 -0.2 0.2 0.000
H 4.3257 -0.2028 -0.8184 -0.1 0.0 0.0 0.000
H 5.0112 -4.4526 -0.5346 -0.1 0.1 0.0 0.000
H 6.1470 -3.2508 -1.0945 -0.1 0.2 0.1 0.000
H 4.7718 -3.6837 -2.1157 0.0 0.1 0.0 0.000
H 0.0550 -2.4425 -0.7285 0.0 0.0 0.0 0.000
H -0.2114 -1.5698 0.7808 0.3 0.2 -0.1 0.000
H 0.3575 -3.2183 0.8343 0.1 -0.1 -0.1 0.000
O 6.9892 -0.5180 -3.3077 0.1 0.0 -0.2 0.000
H 6.0823 -0.1958 -3.3553 0.1 0.1 -0.1 0.000
H 6.9090 -1.4695 -3.4439 0.1 0.0 0.0 0.000
C 9.4745 1.7250 -5.0002 -2.1 -1.2 -0.7 0.019
O 9.9004 1.3965 -3.8756 1.2 1.1 -0.2 0.445
O 8.3429 1.1006 -5.3847 1.0 0.3 0.7 0.031
O 9.9832 2.5492 -5.7708 0.8 0.2 0.7 0.501
H 8.2378 0.5551 -4.5729 -1.1 -0.5 -0.3 0.004
Cl 4.9132 -5.0141 1.8479 -0.4 -1.3 0.3 0.000
```
Forces are in eV/Å.